The following is a quantum chemistry calculation of 2 unconnected molecules or ions with the total composition CClNO, from OMol25.

The value obtained for the HOMO energy (spin up / spin down) is -10.10 / -10.02 eV. Its relative energy (zero: lowest compared OMol25 entry of this formula, charge and spin) is 636.1 kJ/mol. As for the HOMO-LUMO gap (spin up / spin down): 4.75 / 4.62 eV. For the lowest unoccupied orbital energy (spin up / spin down), the calculation gives -5.35 / -5.40 eV.

CARTESIAN COORDINATES (ANGSTROEM)
C1 -1.499 0.662 -0.081
N1 -0.771 -0.209 0.039
O1 1.712 -0.822 -0.060
Cl1 2.705 0.362 -0.043

=====

The following is a quantum chemistry calculation of 2 unconnected molecules or ions with the total composition CClNO2S, from OMol25.

The value obtained for the HOMO energy is -10.84 eV. Its relative energy (zero: lowest compared OMol25 entry of this formula, charge and spin) is 57.6 kJ/mol. As for the HOMO-LUMO gap: 10.26 eV. For the lowest unoccupied orbital energy, the calculation gives -0.58 eV.

CARTESIAN COORDINATES (ANGSTROEM)
C1 -0.377 0.817 -1.354
N1 0.028 1.382 -0.446
O1 1.681 -0.816 0.988
O2 -0.612 -1.022 1.718
S1 0.442 -0.162 1.330
Cl1 -1.162 -0.199 -2.236

=====

The following is a quantum chemistry calculation of 2 unconnected molecules or ions with the total composition CClNO2S, from OMol25.

The value obtained for the HOMO energy is -11.12 eV. Its relative energy (zero: lowest compared OMol25 entry of this formula, charge and spin) is 86.3 kJ/mol. As for the HOMO-LUMO gap: 10.37 eV. For the lowest unoccupied orbital energy, the calculation gives -0.76 eV.

CARTESIAN COORDINATES (ANGSTROEM)
C1 -1.158 -1.364 0.074
N1 -0.021 -1.852 -0.008
O1 1.288 1.340 -1.321
O2 1.271 1.274 1.219
S1 0.874 0.823 -0.063
Cl1 -2.253 -0.222 0.099

=====

The following is a quantum chemistry calculation of a gas-phase ion, CClO5S (charge -1), from OMol25.

The value obtained for the HOMO energy is -5.94 eV. Its relative energy (zero: lowest compared OMol25 entry of this formula, charge and spin) is 60.1 kJ/mol. Its total charge is -1. As for the HOMO-LUMO gap: 9.49 eV. For the lowest unoccupied orbital energy, the calculation gives 3.55 eV.

CARTESIAN COORDINATES (ANGSTROEM)
O1 -0.973 0.992 -0.959
C1 -1.114 0.363 0.023
Cl1 -3.042 -0.223 -0.072
O2 -0.497 -0.081 1.003
S1 1.333 -0.259 0.091
O3 1.475 1.171 -0.105
O4 1.915 -1.080 1.109
O5 0.903 -0.885 -1.090

=====

The following is a quantum chemistry calculation of a molecular structure, CCrF3NNaO4S3, from OMol25.

The value obtained for the HOMO energy (spin up / spin down) is -3.03 / -3.45 eV. Its total charge is -1. As for the HOMO-LUMO gap (spin up / spin down): 4.28 / 4.63 eV. Its multiplicity is 5. For the lowest unoccupied orbital energy (spin up / spin down), the calculation gives 1.25 / 1.18 eV.

CARTESIAN COORDINATES (ANGSTROEM)
Na1 1.661 -1.962 -0.427
N1 0.108 -0.638 0.642
S1 -1.051 0.100 0.110
O1 -1.118 0.468 -1.380
C1 -2.474 -1.111 0.163
F1 -3.162 -0.906 1.281
F2 -1.946 -2.341 0.142
F3 -3.271 -0.988 -0.890
Cr1 0.872 0.643 -1.600
S2 3.667 1.024 1.552
O2 2.096 1.646 1.686
S3 3.038 2.040 -0.777
O3 2.805 0.541 -1.339
O4 -1.225 1.484 0.838

=====

The following is a quantum chemistry calculation of 2 unconnected molecules or ions with the total composition CF2N2, from OMol25.

The value obtained for the HOMO energy (spin up / spin down) is -8.27 / -14.80 eV. Its relative energy (zero: lowest compared OMol25 entry of this formula, charge and spin) is 0.0 kJ/mol. As for the HOMO-LUMO gap (spin up / spin down): 9.60 / 12.38 eV. Its multiplicity is 3. For the lowest unoccupied orbital energy (spin up / spin down), the calculation gives 1.34 / -2.42 eV.

CARTESIAN COORDINATES (ANGSTROEM)
C1 -0.805 1.063 1.124
N1 0.683 -2.406 -1.995
N2 0.665 -1.835 -1.038
F1 -0.611 1.640 -0.030
F2 0.067 1.538 1.938

=====

The following is a quantum chemistry calculation of 2 unconnected molecules or ions with the total composition CF2O3S, from OMol25.

The value obtained for the HOMO energy is -12.14 eV. Its relative energy (zero: lowest compared OMol25 entry of this formula, charge and spin) is 75.3 kJ/mol. As for the HOMO-LUMO gap: 10.96 eV. For the lowest unoccupied orbital energy, the calculation gives -1.18 eV.

CARTESIAN COORDINATES (ANGSTROEM)
C1 -1.960 0.446 0.116
O1 -2.885 0.701 0.769
O2 2.938 -0.117 -1.088
O3 1.889 -1.397 0.703
F1 -0.903 -0.335 0.280
F2 -1.838 1.036 -1.076
S1 2.758 -0.334 0.296

=====

The following is a quantum chemistry calculation of 2 unconnected molecules or ions with the total composition CF2O3S, from OMol25.

The value obtained for the HOMO energy (spin up / spin down) is -11.58 / -11.12 eV. Its relative energy (zero: lowest compared OMol25 entry of this formula, charge and spin) is 422.3 kJ/mol. As for the HOMO-LUMO gap (spin up / spin down): 9.17 / 7.53 eV. For the lowest unoccupied orbital energy (spin up / spin down), the calculation gives -2.41 / -3.60 eV.

CARTESIAN COORDINATES (ANGSTROEM)
C1 -1.813 -0.154 0.221
O1 -2.818 -0.780 0.359
O2 1.615 -1.484 0.025
O3 1.628 0.878 0.907
F1 -1.643 1.181 0.240
F2 1.769 0.460 -1.661
S1 1.261 -0.101 -0.091

=====

The following is a quantum chemistry calculation of a molecular structure, CF3I2P, from OMol25.

The value obtained for the HOMO energy (spin up / spin down) is -8.43 / -9.32 eV. Its relative energy (zero: lowest compared OMol25 entry of this formula, charge and spin) is 297.3 kJ/mol. As for the HOMO-LUMO gap (spin up / spin down): 6.64 / 7.43 eV. For the lowest unoccupied orbital energy (spin up / spin down), the calculation gives -1.79 / -1.90 eV.

CARTESIAN COORDINATES (ANGSTROEM)
C1 1.788 0.138 0.090
F1 2.034 -0.486 -1.134
F2 2.292 1.391 0.125
F3 2.353 -0.587 1.074
P1 -3.004 -0.883 -0.611
I1 -0.952 -0.473 0.466
I2 -4.510 0.900 -0.010

=====

The following is a quantum chemistry calculation of CF3IOS in the gas phase, from OMol25.

The value obtained for the HOMO energy is -10.22 eV. Its relative energy (zero: lowest compared OMol25 entry of this formula, charge and spin) is 22.4 kJ/mol. As for the HOMO-LUMO gap: 9.16 eV. For the lowest unoccupied orbital energy, the calculation gives -1.06 eV.

CARTESIAN COORDINATES (ANGSTROEM)
C1 0.609 -0.451 0.052
O1 -0.226 1.982 -0.441
F1 0.445 -0.673 -1.212
F2 0.323 -1.580 0.698
F3 1.831 -0.048 0.359
S1 -0.478 0.894 0.607
I1 -2.504 -0.124 -0.062

=====

The following is a quantum chemistry calculation of a molecular structure, CF3MgNO3RhS3, from OMol25.

The value obtained for the HOMO energy (spin up / spin down) is -13.29 / -13.25 eV. Its relative energy (zero: lowest compared OMol25 entry of this formula, charge and spin) is 0.0 kJ/mol. Its total charge is +1. As for the HOMO-LUMO gap (spin up / spin down): 7.71 / 6.45 eV. Its multiplicity is 5. For the lowest unoccupied orbital energy (spin up / spin down), the calculation gives -5.58 / -6.80 eV.

CARTESIAN COORDINATES (ANGSTROEM)
Mg1 2.205 -0.451 1.333
N1 0.141 1.087 -0.682
S1 0.461 2.060 0.721
O1 2.023 1.531 0.938
S2 -0.363 -0.407 -0.315
O2 0.217 -0.870 1.008
O3 -0.034 -1.499 -1.521
C1 -2.189 -0.321 0.071
F1 -2.434 0.506 1.068
F2 -2.822 0.086 -1.015
F3 -2.598 -1.538 0.392
Rh1 2.280 1.117 -1.028
S3 3.114 -1.300 -0.970

=====

The following is a quantum chemistry calculation of 2 unconnected molecules or ions with the total composition CF3NO, from OMol25.

The value obtained for the HOMO energy (spin up / spin down) is -10.37 / -10.39 eV. Its relative energy (zero: lowest compared OMol25 entry of this formula, charge and spin) is 99.9 kJ/mol. As for the HOMO-LUMO gap (spin up / spin down): 9.84 / 9.87 eV. For the lowest unoccupied orbital energy (spin up / spin down), the calculation gives -0.53 / -0.52 eV.

CARTESIAN COORDINATES (ANGSTROEM)
C1 0.339 -1.001 -0.110
N1 -0.960 2.003 0.616
O1 0.658 0.076 -0.342
F1 0.112 -2.060 -0.988
F2 -0.015 -1.408 1.097
F3 -0.134 2.390 -0.272

=====

no.,total energy (Eh)
1,-627.974030
2,-1101.658855
3,-1101.647932
4,-1272.773586
5,-3094.623884
6,-347.203348
7,-861.742646
8,-861.610467
9,-1274.374521
10,-1108.793407
11,-2122.993807
12,-467.521554